1.
{"formula": "C3H12N2OS", "method": "ωB97M-V/def2-TZVPD", "charge": 0, "energy_ha": -704.41775, "e_above_lowest_kcal_mol": 12.9, "smiles": "NC[C@@H](N)CS.O", "species": ["N", "C", "C", "S", "C", "N", "H", "H", "H", "H", "H", "H", "H", "H", "H", "H", "H", "H", "O"], "coordinates": [[-1.37, -1.25, -0.58], [-0.23, -0.43, -0.12], [1.07, -1.13, -0.48], [1.34, -2.69, 0.39], [-0.31, 0.99, -0.70], [-1.33, 1.78, -0.07], [-1.61, -1.16, -1.55], [0.06, -3.08, 0.30], [-2.15, -1.14, 0.04], [-0.32, -0.35, 0.96], [1.88, -0.43, -0.24], [1.09, -1.36, -1.55], [0.73, 1.37, -0.64], [-0.29, 0.93, -1.80], [-1.03, 2.70, 0.22], [-2.09, 1.94, -0.71], [1.79, 1.43, 1.53], [1.43, 0.50, 2.63], [1.36, 1.39, 2.36]]}

2.
{"formula": "C3H12N2OS", "method": "ωB97M-V/def2-TZVPD", "charge": 0, "energy_ha": -704.40462, "e_above_lowest_kcal_mol": 21.1, "smiles": "NC[C@H](N)CS.O", "species": ["N", "C", "C", "S", "C", "N", "H", "H", "H", "H", "H", "H", "H", "H", "H", "H", "H", "H", "O"], "coordinates": [[1.58, -0.17, 0.16], [0.47, -0.19, -0.86], [1.06, 0.12, -2.27], [2.77, -0.40, -2.58], [-0.70, 0.76, -0.50], [-1.33, 0.36, 0.78], [1.61, 0.73, 0.62], [3.08, -0.20, -1.30], [1.29, -0.83, 0.87], [0.06, -1.19, -0.82], [0.41, -0.40, -2.97], [1.00, 1.21, -2.45], [-1.42, 0.54, -1.31], [-0.45, 1.82, -0.48], [-1.34, 1.11, 1.45], [-0.92, -0.53, 1.00], [-2.84, -0.85, 4.17], [-2.07, -1.36, 3.05], [-2.27, -0.52, 3.45]]}

3.
{"formula": "C3H12N2OS", "method": "ωB97M-V/def2-TZVPD", "charge": 0, "energy_ha": -704.39724, "e_above_lowest_kcal_mol": 25.7, "smiles": "NCNCCS.O", "species": ["C", "C", "S", "N", "C", "N", "H", "H", "H", "H", "H", "H", "H", "H", "H", "H", "H", "H", "O"], "coordinates": [[1.37, 0.23, 0.46], [0.81, 1.64, 0.80], [-0.15, 2.45, -0.50], [0.31, -0.75, 0.23], [-0.17, -1.48, 1.44], [-0.57, -2.88, 1.01], [2.03, 0.31, -0.39], [2.00, 0.00, 1.33], [1.74, 2.21, 0.97], [0.33, 1.71, 1.78], [0.49, 1.99, -1.55], [-0.50, -0.30, -0.16], [0.62, -1.82, 2.08], [-1.05, -1.01, 1.88], [0.23, -3.25, 0.51], [-1.28, -2.75, 0.29], [-0.94, -1.58, -1.53], [-1.60, -0.52, -2.32], [-1.26, -1.40, -2.45]]}

4.
{"formula": "C3H12N2OS", "method": "ωB97M-V/def2-TZVPD", "charge": 2, "energy_ha": -703.73165, "e_above_lowest_kcal_mol": 60.5, "smiles": "[NH3+]C[C@@H](S)[C@H]([NH3+])O", "species": ["C", "C", "C", "N", "N", "O", "S", "H", "H", "H", "H", "H", "H", "H", "H", "H", "H", "H", "H"], "coordinates": [[1.15, 0.63, -0.06], [0.10, -0.26, -0.66], [-1.47, 0.48, 0.04], [2.48, 0.03, 0.04], [-1.90, -0.44, 1.08], [-2.51, 0.41, -0.96], [0.15, -2.05, -0.20], [1.01, 1.66, -0.60], [1.05, 0.84, 1.03], [0.13, 0.03, -1.69], [-1.23, 1.53, 0.36], [3.20, 0.79, 0.11], [2.78, -0.56, -0.78], [2.62, -0.58, 0.91], [-1.45, -1.44, 1.16], [-2.10, -0.01, 2.09], [-2.84, -0.78, 0.84], [-2.40, 0.91, -1.79], [-0.58, -2.16, -1.33]]}

5.
{"formula": "C3H12N3", "method": "ωB97M-V/def2-TZVPD", "charge": 1, "energy_ha": -285.45105, "e_above_lowest_kcal_mol": 71.8, "species": ["C", "C", "C", "N", "N", "N", "H", "H", "H", "H", "H", "H", "H", "H", "H", "H", "H", "H"], "coordinates": [[1.48, -0.73, -0.69], [0.54, 0.81, 1.13], [0.33, 0.10, -0.12], [-0.92, -1.50, 0.48], [-0.46, 0.63, -1.03], [-1.41, 1.56, -0.56], [1.28, -1.87, -0.83], [2.42, -0.64, -0.10], [1.67, -0.42, -1.79], [1.13, 1.70, 1.03], [1.25, 0.37, 1.88], [-0.38, 1.27, 1.69], [-0.87, -2.10, -0.35], [-1.87, -1.54, 0.85], [-0.78, 0.21, -1.88], [-1.62, 2.24, -1.26], [-1.39, 1.94, 0.36], [-0.39, -2.04, 1.18]]}

6.
{"formula": "C3H12N3", "method": "ωB97M-V/def2-TZVPD", "spin_multiplicity": 3, "charge": 1, "s2": 2.01, "energy_ha": -285.27211, "e_above_lowest_kcal_mol": 61.0, "species": ["C", "C", "C", "N", "N", "N", "H", "H", "H", "H", "H", "H", "H", "H", "H", "H", "H", "H"], "coordinates": [[0.83, -0.07, -2.18], [1.34, 0.10, -0.81], [-0.63, 0.65, 0.62], [-1.59, -0.01, -0.21], [-0.57, 0.27, 1.99], [0.28, -0.84, 2.12], [-0.15, 0.43, -2.49], [1.60, 0.54, -2.88], [0.89, -1.15, -2.47], [1.92, 0.81, -0.37], [1.49, -0.79, -0.30], [-0.70, 1.72, 0.63], [-2.31, 0.50, -0.86], [-1.04, -0.62, -0.88], [-0.47, 0.98, 2.61], [-2.07, -0.73, 0.28], [-0.07, -1.13, 2.99], [1.25, -0.65, 2.23]]}

7.
{"formula": "C3H12N3O", "method": "ωB97M-V/def2-TZVPD", "charge": 1, "energy_ha": -360.75338, "e_above_lowest_kcal_mol": 51.1, "species": ["O", "C", "C", "N", "H", "H", "H", "H", "H", "H", "N", "C", "N", "H", "H", "H", "H", "H", "H"], "coordinates": [[-0.18, 3.58, 0.21], [-0.10, 3.00, 1.29], [0.09, 1.50, 1.41], [0.33, 0.89, 0.08], [-0.19, 3.53, 2.24], [0.94, 1.28, 2.09], [-0.83, 1.08, 1.84], [1.36, 0.92, -0.14], [-0.03, -0.16, 0.09], [-0.15, 1.46, -0.64], [-0.07, -1.65, -2.28], [0.21, -2.29, -1.01], [-0.42, -1.61, 0.19], [-1.06, -1.42, -2.40], [0.44, -0.74, -2.34], [-0.08, -3.32, -1.03], [1.30, -2.22, -0.83], [-0.12, -2.11, 1.04], [-1.44, -1.74, 0.16]]}

8.
{"formula": "C3H12N3O", "method": "ωB97M-V/def2-TZVPD", "charge": 1, "energy_ha": -360.58722, "e_above_lowest_kcal_mol": 155.3, "species": ["C", "C", "C", "N", "N", "N", "O", "H", "H", "H", "H", "H", "H", "H", "H", "H", "H", "H", "H"], "coordinates": [[0.06, 1.82, 0.32], [1.94, -0.50, -0.48], [-1.02, -0.21, -0.11], [-1.26, -1.59, 0.25], [-0.09, 0.37, 0.63], [1.11, -0.34, 0.80], [-2.24, 0.46, -0.24], [-0.03, 1.93, -0.77], [-0.70, 2.34, 0.78], [1.02, 2.20, 0.67], [1.60, -1.61, -0.76], [1.68, 0.23, -1.24], [3.01, -0.69, -0.34], [-0.40, -0.27, -1.77], [-0.55, -1.94, 0.99], [-1.58, -2.21, -0.50], [-1.98, -1.52, 0.87], [1.68, 0.15, 1.52], [-2.23, 1.39, -0.62]]}

9.
{"formula": "C3H12N3O2", "method": "ωB97M-V/def2-TZVPD", "charge": 1, "energy_ha": -435.85709, "e_above_lowest_kcal_mol": 129.3, "species": ["C", "C", "C", "N", "N", "N", "O", "O", "H", "H", "H", "H", "H", "H", "H", "H", "H", "H", "H", "H"], "coordinates": [[2.71, -1.06, 0.78], [-1.77, 2.41, 0.22], [1.04, -0.40, -0.99], [-1.73, -0.80, 1.08], [-0.27, -0.78, -1.39], [-2.19, 0.35, 0.88], [1.33, -0.85, 0.33], [-1.29, 1.13, 0.56], [3.20, -1.33, -0.14], [2.75, -1.88, 1.50], [3.16, -0.23, 1.37], [-1.12, 3.17, 0.70], [-2.78, 2.62, 0.54], [-1.74, 2.50, -0.84], [0.97, 0.74, -0.99], [1.73, -0.80, -1.78], [-0.71, -1.02, 0.96], [-2.44, -1.53, 0.99], [-0.60, -0.42, -2.29], [-0.24, -1.83, -1.49]]}

10.
{"formula": "C3H12N3S", "method": "ωB97M-V/def2-TZVPD", "charge": 1, "energy_ha": -683.55015, "e_above_lowest_kcal_mol": 135.9, "species": ["N", "C", "N", "N", "H", "H", "H", "H", "H", "H", "C", "S", "C", "H", "H", "H", "H", "H", "H"], "coordinates": [[1.70, -0.16, 2.29], [1.00, 0.19, 1.06], [-0.19, -0.82, 0.96], [1.20, 1.50, 0.79], [2.70, 0.05, 2.14], [1.32, 0.60, 2.86], [0.50, -1.55, 1.17], [-0.53, -0.55, 1.90], [2.05, 1.60, 0.20], [0.41, 1.77, 0.19], [-0.85, -1.39, -2.25], [-1.65, 0.21, -2.49], [-1.44, 0.81, -0.79], [-1.39, -1.91, -1.46], [0.18, -1.28, -1.88], [-0.85, -1.98, -3.16], [-1.79, 1.85, -0.77], [-2.01, 0.21, -0.11], [-0.38, 0.84, -0.65]]}

11.
{"formula": "C3H12N4", "method": "ωB97M-V/def2-TZVPD", "charge": 0, "energy_ha": -340.41105, "e_above_lowest_kcal_mol": 74.9, "species": ["C", "C", "C", "N", "N", "H", "H", "H", "H", "H", "H", "H", "H", "N", "N", "H", "H", "H", "H"], "coordinates": [[-0.90, 1.10, -1.52], [0.35, 0.81, 2.03], [-0.38, 0.51, 0.76], [-1.49, -0.28, 0.85], [-0.02, 1.12, -0.36], [-1.70, -0.73, 1.72], [-1.92, -0.61, 0.00], [-0.44, 1.72, -2.29], [-1.89, 1.49, -1.30], [-0.97, 0.09, -1.95], [1.33, 1.21, 1.80], [-0.21, 1.57, 2.59], [0.45, -0.07, 2.66], [1.49, -0.95, -0.20], [1.32, -1.87, -1.31], [0.62, -1.63, -2.00], [2.47, -0.98, 0.07], [0.97, 0.27, -0.53], [0.94, -2.77, -1.00]]}

12.
{"formula": "C3H12N4", "method": "ωB97M-V/def2-TZVPD", "charge": 0, "energy_ha": -340.44015, "e_above_lowest_kcal_mol": 56.6, "smiles": "[H]/N=C/CN.NCN", "species": ["C", "N", "N", "H", "H", "H", "H", "H", "H", "C", "N", "C", "N", "H", "H", "H", "H", "H", "H"], "coordinates": [[1.57, 0.07, -0.95], [0.98, 1.18, -1.52], [2.04, -0.95, -1.83], [1.03, 1.18, -2.53], [-0.08, 1.23, -1.23], [1.31, -1.34, -2.41], [2.54, -1.69, -1.35], [2.33, 0.32, -0.21], [0.57, -0.38, -0.19], [-0.56, 0.14, 1.77], [-1.74, 0.21, 2.63], [-0.88, -0.27, 0.34], [-1.42, 0.65, -0.44], [-2.40, 0.87, 2.23], [-2.20, -0.69, 2.69], [-1.94, 0.25, -1.22], [-0.08, 1.12, 1.75], [0.14, -0.58, 2.21], [-1.22, -1.32, 0.26]]}